109
Properties=species:S:1:pos:R:3 method="wB97M-V/def2-TZVPD" relative_energy_kj_mol=76.4 charge=+3 lumo_energy_ev="-7.3 / -9.8" homo_ev="-14.22 / -15.15" spin_multiplicity=5
Ir -0.530 1.841 -0.160
C -3.779 2.894 -4.702
N -2.726 2.254 -3.909
C -1.817 1.360 -4.397
C -1.034 0.992 -3.343
N -1.459 1.651 -2.221
C -2.483 2.413 -2.585
P -3.509 3.458 -1.498
C -3.680 2.248 -0.140
N -2.710 1.496 0.365
C -3.276 0.692 1.316
C -4.612 0.959 1.378
N -4.857 1.938 0.457
C -6.169 2.534 0.193
C -2.160 4.470 -0.803
N -0.952 4.029 -0.478
C -0.239 5.105 -0.032
C -1.026 6.217 -0.104
N -2.234 5.806 -0.593
C -3.396 6.674 -0.795
H -3.505 2.839 -5.751
H -4.730 2.386 -4.559
H -3.880 3.939 -4.423
H -1.790 1.076 -5.436
H -0.220 0.287 -3.332
H -2.699 -0.012 1.893
H -5.389 0.539 1.994
H -6.938 1.859 0.556
H -6.267 3.488 0.706
H -6.307 2.680 -0.875
H 0.788 5.026 0.284
H -0.823 7.243 0.150
H -3.050 7.689 -0.962
H -3.957 6.349 -1.667
H -4.041 6.658 0.081
C 0.281 3.453 5.079
N 1.292 3.141 4.074
C 2.662 3.263 4.245
C 3.246 2.911 3.098
N 2.222 2.561 2.197
C 1.010 2.699 2.835
S -0.570 2.363 2.341
C 2.494 2.279 0.838
C 3.683 2.748 0.289
C 4.030 2.385 -0.999
C 3.190 1.540 -1.711
C 2.016 1.152 -1.113
N 1.631 1.539 0.130
H 0.784 3.733 5.999
H -0.351 2.585 5.253
H -0.340 4.279 4.737
H 3.096 3.578 5.177
H 4.289 2.816 2.864
H 4.323 3.407 0.855
H 4.949 2.753 -1.437
H 3.436 1.206 -2.709
H 1.328 0.486 -1.623
C 4.344 -3.513 -2.607
C 2.996 -3.453 -3.347
C 1.951 -2.637 -2.566
C 2.170 -2.834 -1.054
C 3.508 -2.198 -0.621
C 4.543 -2.260 -1.759
P 0.752 -2.244 -0.067
C 1.284 -1.837 1.631
C 2.085 -2.977 2.339
C 1.297 -3.552 3.516
C 0.972 -2.473 4.565
C 0.654 -1.112 3.911
C 0.121 -1.326 2.496
C -0.653 -3.411 -0.047
C -1.561 -3.282 -1.293
C -2.418 -4.540 -1.418
C -1.540 -5.755 -1.764
C -0.129 -5.637 -1.159
C -0.170 -4.876 0.164
H 5.155 -3.613 -3.327
H 4.391 -4.395 -1.963
H 2.620 -4.462 -3.522
H 3.131 -2.996 -4.329
H 0.947 -2.935 -2.872
H 2.056 -1.572 -2.802
H 2.180 -3.915 -0.863
H 3.897 -2.724 0.251
H 3.363 -1.155 -0.322
H 5.544 -2.239 -1.329
H 4.457 -1.377 -2.400
H 1.954 -0.982 1.485
H 3.018 -2.547 2.707
H 2.366 -3.777 1.656
H 1.889 -4.343 3.974
H 0.379 -4.022 3.154
H 1.815 -2.363 5.247
H 0.124 -2.805 5.163
H 1.560 -0.498 3.854
H -0.069 -0.559 4.510
H -0.272 -0.398 2.075
H -0.696 -2.051 2.542
H -1.230 -3.093 0.823
H -0.965 -3.174 -2.203
H -2.180 -2.387 -1.205
H -3.180 -4.396 -2.182
H -2.947 -4.703 -0.475
H -1.461 -5.857 -2.847
H -2.021 -6.663 -1.402
H 0.541 -5.133 -1.863
H 0.295 -6.627 -0.992
H 0.786 -4.925 0.686
H -0.898 -5.353 0.826